Formula: C30H27Cl2N5O5Ti
Source: the OMol25 dataset
Level of theory: ωB97M-V/def2-TZVPD

Each line ends with the Löwdin charge.
Atoms and positions in Å:
Ti 0.9339 0.7803 -0.0781  1.04
Cl 5.1298 1.1801 0.7571  0.63
C 4.7637 -0.2987 -0.2034  -0.98
Cl 5.4755 -1.7206 0.5095  0.68
C 3.2439 -0.3659 -0.2581  -0.71
O 2.5659 -1.1639 0.3504  0.07
O 2.6951 0.6107 -0.9538  -0.18
H 5.1899 -0.1392 -1.1875  0.07
C 0.3887 1.7334 -2.8823  -0.02
O 1.0059 2.3651 -1.7255  -0.24
C 2.0034 3.2932 -2.0147  -0.19
C 2.6467 3.2895 -3.2414  0.01
C 3.5929 4.2610 -3.5350  -0.03
C 3.9088 5.2409 -2.6105  -0.05
C 3.2839 5.2349 -1.3778  0.00
C 2.3432 4.2659 -1.0718  -0.14
N 1.7411 4.2749 0.2273  0.19
C 1.8290 3.2367 1.0086  0.00
C 1.3208 3.0740 2.3179  -0.12
C 1.1531 4.1376 3.2328  -0.01
C 0.7680 3.8770 4.5175  -0.06
C 0.5398 2.5447 4.9182  -0.03
C 0.6768 1.4938 4.0442  0.03
C 1.0373 1.7425 2.7139  -0.31
O 1.0698 0.7776 1.8256  -0.16
H -0.5067 1.2397 -2.5161  0.08
H 1.0633 0.9934 -3.3081  0.11
H 0.1298 2.4959 -3.6139  0.12
H 2.4232 2.5360 -3.9801  0.12
H 4.0837 4.2427 -4.4986  0.12
H 4.6444 5.9986 -2.8412  0.12
H 3.5158 5.9842 -0.6309  0.12
H 1.2831 5.1297 0.5532  0.14
H 2.4403 2.4372 0.5784  0.11
H 1.3976 5.1463 2.9213  0.10
H 0.6708 4.6799 5.2344  0.11
H 0.2510 2.3425 5.9415  0.12
H 0.4923 0.4725 4.3483  0.13
N -1.1954 -1.4430 -1.1834  0.03
C -0.3968 -0.6912 -0.8183  -0.31
C 3.1386 9.2896 0.8060  -0.04
C 1.9319 8.4079 0.6270  -0.28
C 1.2572 7.8859 1.7285  -0.04
C 0.1205 7.1079 1.5716  -0.06
C -0.3705 6.8205 0.2965  -0.25
N -1.4797 5.9566 0.2067  0.14
C -2.2779 5.7571 -0.9007  -0.52
O -2.2564 6.4231 -1.9070  0.11
N -3.1551 4.6861 -0.7249  0.13
C -2.7603 3.4843 -0.0914  -0.22
C -3.6256 2.7701 0.7205  0.03
C -3.1631 1.6065 1.3145  -0.01
C -1.8644 1.2018 1.0899  -0.11
N -1.0235 1.8774 0.2877  0.00
C -1.4774 2.9863 -0.2916  -0.05
C 0.2934 7.3307 -0.8160  -0.01
C 1.4247 8.1162 -0.6341  -0.04
H 3.8151 8.8887 1.5611  0.08
H 2.8381 10.2862 1.1339  0.09
H 3.6888 9.4013 -0.1272  0.08
H 1.6145 8.1071 2.7278  0.12
H -0.4094 6.7415 2.4447  0.12
H -1.8216 5.5904 1.0805  0.15
H -3.8495 4.6257 -1.4558  0.16
H -4.6343 3.1280 0.8829  0.13
H -3.8045 1.0158 1.9522  0.12
H -1.4847 0.2936 1.5367  0.12
H -0.8028 3.5186 -0.9476  0.12
H -0.0837 7.1371 -1.8081  0.11
H 1.9224 8.5161 -1.5100  0.12

Output
E_LUMO (spin up / spin down)	-0.15585 / -0.16248	Eh
HOMO (spin up / spin down)	-0.4175 / -0.4176	Eh
E_tot	-97393.8092	eV
2S+1	2
charge	+1
gap between HOMO and LUMO (spin up / spin down)	7.12 / 6.94	eV
energy relative to the best compared isomer or geometry (same formula, charge and spin)	0.4519	eV

Formula: C30H27Cl2N7S2Ti
Source: the OMol25 dataset
Level of theory: ωB97M-V/def2-TZVPD

Each line ends with the Löwdin charge.
Atoms and positions in Å:
Ti 0.2493 0.4520 -0.5060  0.61
C 1.1678 2.5706 6.3472  -0.03
C 0.8321 1.9125 5.0395  -0.24
C 0.4806 0.5657 4.9685  -0.01
C 0.2217 -0.0411 3.7554  0.02
C 0.2786 0.6859 2.5691  -0.18
N 0.0433 0.1170 1.3180  -0.11
C -0.3844 -1.2420 1.2180  -0.31
C -1.7056 -1.5959 1.5168  -0.01
C -2.0964 -2.9163 1.5324  0.01
C -1.1884 -3.9383 1.2310  -0.22
C -1.6203 -5.3741 1.2173  -0.02
C 0.1150 -3.5895 0.8910  0.05
C 0.5155 -2.2662 0.8883  -0.15
N 1.8187 -1.9221 0.4571  -0.05
C 2.9981 -2.5543 0.6252  0.00
C 3.9302 -1.8958 -0.1424  0.01
C 3.2300 -0.8583 -0.7655  -0.08
N 1.9505 -0.8878 -0.4043  -0.05
C 0.6103 2.0366 2.6343  -0.10
C 0.9027 2.6301 3.8514  0.04
N 0.6494 2.8171 1.4418  -0.04
C 0.5996 4.1579 1.3917  0.00
C 0.9308 4.5620 0.1191  0.01
C 1.1734 3.3858 -0.5706  -0.14
N 0.9938 2.3117 0.2192  -0.05
H 0.8479 1.9604 7.1890  0.09
H 0.6914 3.5472 6.4309  0.09
H 2.2453 2.7222 6.4336  0.10
H 0.4230 -0.0199 5.8770  0.13
H -0.0313 -1.0928 3.7194  0.12
H -2.4015 -0.8062 1.7714  0.12
H -3.1179 -3.1703 1.7851  0.13
H -2.4313 -5.5462 1.9224  0.09
H -0.7940 -6.0392 1.4621  0.09
H -1.9840 -5.6486 0.2245  0.10
H 0.8196 -4.3582 0.5961  0.14
H 3.0885 -3.4076 1.2770  0.15
H 4.9773 -2.1257 -0.2319  0.12
H 3.5835 -0.1001 -1.4460  0.12
H 1.2160 3.6656 3.8880  0.13
H 0.3406 4.7396 2.2593  0.14
H 0.9956 5.5691 -0.2529  0.12
H 1.4775 3.2720 -1.5960  0.06
Cl -0.6609 -1.4310 -2.1368  0.80
C 0.6714 -1.5388 -3.2751  -0.60
C 0.8660 -2.7380 -3.9290  -0.09
C 1.9154 -2.8348 -4.8277  -0.04
C 2.7474 -1.7484 -5.0452  -0.08
C 2.5300 -0.5558 -4.3714  -0.68
Cl 3.6063 0.7589 -4.6586  0.73
C 1.4694 -0.4140 -3.4662  -0.66
S 1.1845 1.1334 -2.6603  0.66
H 0.2100 -3.5771 -3.7419  0.12
H 2.0870 -3.7615 -5.3576  0.12
H 3.5740 -1.8165 -5.7386  0.12
C -4.9449 2.1399 -1.2570  0.00
N -3.9145 2.0533 -2.2884  -0.11
C -4.0838 2.3585 -3.6267  -0.01
C -2.8995 2.1472 -4.2371  -0.02
N -2.0277 1.7137 -3.2612  0.08
C -2.6490 1.6599 -2.0796  -0.66
S -2.0433 1.2017 -0.5233  0.73
H -5.8795 2.4263 -1.7288  0.10
H -4.6707 2.8869 -0.5155  0.10
H -5.0669 1.1743 -0.7720  0.10
H -5.0261 2.6978 -4.0188  0.14
H -2.6034 2.2672 -5.2637  0.14
H -1.0338 1.5125 -3.3722  0.05

Output
E_LUMO	-0.24005	Eh
HOMO	-0.4858	Eh
E_tot	-111799.9156	eV
charge	+2
gap between HOMO and LUMO	6.69	eV
energy relative to the best compared isomer or geometry (same formula, charge and spin)	0.0000	eV

Formula: C30H27CsI2N4O4PS2
Source: the OMol25 dataset
Level of theory: ωB97M-V/def2-TZVPD

Each line ends with the Löwdin charge.
Atoms and positions in Å:
Cs -0.6926 1.0110 -0.0693  1.23
O -5.0665 0.7095 -0.4391  -0.33
S -3.7985 0.0137 -0.4361  0.36
O -3.1265 0.0154 0.8735  -0.55
O -2.9321 0.3435 -1.5676  -0.52
C -4.2546 -1.7264 -0.7256  -0.25
C -5.4726 -1.8749 -1.3885  -0.07
C -5.9705 -3.1198 -1.7149  -0.08
C -5.2449 -4.2475 -1.3568  -0.09
C -4.0400 -4.1073 -0.6922  -0.08
C -3.5055 -2.8517 -0.3650  -0.32
P -1.8317 -2.7435 0.4272  1.12
C -1.2748 -4.4869 0.2534  -0.40
C -0.5233 -4.7977 -0.8760  -0.12
C -0.0713 -6.0933 -1.0895  -0.09
C -0.3466 -7.0861 -0.1624  -0.10
C -1.0773 -6.7826 0.9798  -0.09
C -1.5397 -5.4911 1.1860  -0.10
C -2.1965 -2.6369 2.2219  -0.38
C -1.1434 -2.8328 3.1149  -0.12
C -1.3385 -2.7068 4.4832  -0.10
C -2.5882 -2.3648 4.9801  -0.11
C -3.6416 -2.1606 4.0975  -0.08
C -3.4510 -2.3033 2.7305  -0.08
H -6.0249 -0.9787 -1.6344  0.11
H -6.9151 -3.2040 -2.2371  0.10
H -5.6090 -5.2409 -1.5886  0.10
H -3.5000 -5.0059 -0.4308  0.09
H -0.2841 -4.0089 -1.5803  0.10
H 0.5138 -6.3212 -1.9719  0.10
H 0.0181 -8.0937 -0.3219  0.10
H -1.2878 -7.5541 1.7105  0.10
H -2.1149 -5.2560 2.0727  0.11
H -0.1575 -3.0813 2.7415  0.09
H -0.5045 -2.8632 5.1571  0.10
H -2.7397 -2.2525 6.0467  0.10
H -4.6195 -1.8860 4.4735  0.10
H -4.2781 -2.1345 2.0548  0.10
I 4.1449 3.5304 2.3391  0.88
C 3.8388 3.2368 0.2832  -0.63
C 4.8732 3.5734 -0.5848  -0.26
C 4.7229 3.4358 -1.9384  -0.68
I 6.3528 3.9575 -3.1670  0.84
C 3.4976 2.9690 -2.4693  -0.21
C 3.2497 2.8318 -3.8525  -0.06
C 2.0295 2.4002 -4.2937  -0.06
C 1.0435 2.1001 -3.3445  -0.15
N 1.2397 2.2073 -2.0529  0.02
C 2.4321 2.6219 -1.5817  -0.15
C 2.5900 2.7201 -0.1235  -0.47
O 1.6725 2.3769 0.6809  -0.31
H 5.8020 3.9469 -0.1744  0.07
H 4.0328 3.0776 -4.5571  0.05
H 1.8180 2.2875 -5.3490  0.10
H 0.0600 1.7670 -3.6669  0.11
N 1.5028 1.1728 3.4366  0.01
C 0.2808 1.5507 4.1724  -0.19
C -0.9560 0.9292 3.5148  -0.30
N -2.0308 1.9055 3.3917  0.01
H 2.3390 1.3963 3.9632  0.07
H 1.5743 1.7153 2.5616  0.04
H 1.5544 -0.0760 2.8894  0.04
H 0.1728 2.6388 4.1783  0.11
H 0.3789 1.2285 5.2088  0.11
H -1.3189 0.0721 4.0802  0.10
H -0.6143 0.5139 2.5624  0.01
H -1.7069 2.7202 2.8823  0.06
H -2.8086 1.5126 2.8700  0.05
S 2.3258 -2.4099 -0.0238  0.57
C 1.9392 -1.6845 1.3444  -0.94
N 1.6478 -1.1487 2.3506  0.09

Output
E_LUMO	0.07121	Eh
HOMO	-0.1810	Eh
E_tot	-93411.7966	eV
charge	-1
gap between HOMO and LUMO	6.86	eV
energy relative to the best compared isomer or geometry (same formula, charge and spin)	0.2451	eV

Formula: C30H27CuI2N3OS
Source: the OMol25 dataset
Level of theory: ωB97M-V/def2-TZVPD

Each line ends with the Löwdin charge.
Atoms and positions in Å:
Cu 0.0256 -0.0170 0.1985  0.57
I 4.3414 6.0008 -0.5912  0.79
C 3.2102 4.3570 0.1249  -0.72
C 3.7907 3.4405 0.9858  -0.23
C 3.0463 2.3543 1.3759  -0.61
I 3.8241 0.8690 2.6465  0.89
C 1.7254 2.1055 0.9403  -0.46
O 1.1218 1.0490 1.3476  -0.22
C 1.1734 3.0817 0.0752  -0.18
C -0.1708 2.8245 -0.5418  -0.14
N -0.0851 1.6034 -1.3550  -0.07
C 1.0126 1.6089 -2.3152  -0.12
C 1.9427 0.4317 -2.1086  -0.25
C 3.0623 0.2486 -2.9131  -0.02
C 3.8530 -0.8695 -2.7126  -0.04
C 3.5220 -1.7584 -1.6991  -0.04
C 2.4083 -1.4852 -0.9254  -0.09
N 1.6380 -0.4286 -1.1445  0.07
C 1.9163 4.1783 -0.3233  -0.15
H 4.8077 3.5637 1.3244  0.08
H -0.9240 2.6570 0.2338  0.13
H -0.4672 3.6940 -1.1493  0.12
H -0.9697 1.4187 -1.8123  0.12
H 0.6441 1.5885 -3.3458  0.11
H 1.6018 2.5262 -2.2101  0.13
H 3.3030 0.9719 -3.6768  0.12
H 4.7192 -1.0429 -3.3323  0.11
H 4.1205 -2.6355 -1.5130  0.11
H 2.1128 -2.1255 -0.1043  0.12
H 1.4751 4.8984 -1.0003  0.10
C 0.1393 -2.2638 -6.7565  -0.04
C -0.4323 -1.0590 -6.0010  -0.55
C 0.7193 -0.1136 -5.6517  -0.06
C -1.4151 -0.2947 -6.8995  -0.04
C -1.1912 -1.5380 -4.7742  -0.17
C -2.3553 -2.2995 -4.9397  -0.03
C -3.1140 -2.7278 -3.8722  -0.07
C -2.7080 -2.3821 -2.5954  -0.46
S -3.4307 -2.7731 -1.0642  1.13
C -2.1514 -1.8505 -0.2778  -0.49
N -1.2858 -1.3244 -1.0854  0.06
C -1.5462 -1.6111 -2.3941  -0.28
C -0.7889 -1.2169 -3.4924  0.05
C -2.0995 -1.6621 1.1433  -0.27
C -3.0123 -2.2811 2.0007  -0.07
C -2.9526 -2.0397 3.3557  -0.09
C -1.9806 -1.1906 3.8680  -0.08
C -1.0689 -0.5856 3.0140  -0.10
C -1.1110 -0.7956 1.6443  -0.09
H 0.6614 -1.9302 -7.6513  0.09
H -0.6475 -2.9511 -7.0546  0.08
H 0.8427 -2.8049 -6.1270  0.09
H 1.2313 0.1974 -6.5601  0.09
H 1.4479 -0.5944 -5.0035  0.07
H 0.3347 0.7797 -5.1653  0.07
H -0.8932 0.1464 -7.7461  0.09
H -1.8965 0.5025 -6.3357  0.09
H -2.1903 -0.9508 -7.2835  0.07
H -2.6727 -2.5708 -5.9324  0.11
H -4.0042 -3.3166 -4.0324  0.11
H 0.1180 -0.6810 -3.2971  0.08
H -3.7694 -2.9329 1.5826  0.08
H -3.6692 -2.5026 4.0165  0.10
H -1.9445 -0.9906 4.9303  0.10
H -0.3162 0.0730 3.4152  0.09

Output
E_LUMO (spin up / spin down)	-0.00261 / -0.00174	Eh
HOMO (spin up / spin down)	-0.2713 / -0.2721	Eh
E_tot	-109743.3198	eV
2S+1	2
gap between HOMO and LUMO (spin up / spin down)	7.31 / 7.36	eV
energy relative to the best compared isomer or geometry (same formula, charge and spin)	0.5424	eV

The lowest E_tot belongs to which entry? C30H27Cl2N7S2Ti

Which value of energy relative to the best compared isomer or geometry (same formula, charge and spin) does entry 2 give? 0.0000 eV

The lowest E_tot belongs to which entry? C30H27Cl2N7S2Ti